1 | The following is a quantum chemistry calculation of a single C3H9BS3 molecule, from the Open Molecules 2025 dataset.

Its SMILES is SCCCB(S)S. For the HOMO-LUMO gap, the calculation gives 9.44 eV.

Element x y z (Å)
S: 2.0932 -1.6786 1.1903
C: 2.0053 -0.5443 -0.2185
C: 0.7918 0.3970 -0.3177
C: -0.5300 -0.1433 0.2362
B: -1.7376 0.7654 -0.1736
S: -2.0421 2.3930 0.5819
S: -2.8886 0.3294 -1.5007
H: 0.8771 -2.2260 1.1261
H: 2.1523 -1.1069 -1.1392
H: 2.8983 0.0656 -0.0804
H: 0.6699 0.6814 -1.3656
H: 1.0379 1.3168 0.2162
H: -0.7082 -1.1682 -0.1068
H: -0.4691 -0.1982 1.3281
H: -1.4894 2.1037 1.7646
H: -2.6607 -0.9869 -1.5409

***

2 | The following is a quantum chemistry calculation of 2 unconnected molecules or ions with the total composition C3H9BS3, from the Open Molecules 2025 dataset.

Its SMILES is CCCS.S=BS. For the HOMO-LUMO gap, the calculation gives 8.88 eV.

Element x y z (Å)
B: -2.8813 -0.5918 -0.5616
C: 0.3190 -0.3286 1.4105
C: 1.1900 -0.6957 0.1351
C: 1.0821 0.2568 -1.0528
S: -2.3644 -1.0002 -2.0273
S: -3.5045 -0.0670 0.9162
S: 1.3611 2.0597 -0.8025
H: 0.3613 0.7693 1.5776
H: -0.6934 -0.5129 0.9862
H: 0.6389 -0.9846 2.1706
H: 1.0628 -1.6940 -0.1995
H: 2.2068 -0.6231 0.5907
H: 1.7194 -0.0717 -1.7938
H: 0.0645 0.2755 -1.2509
H: 2.7689 1.9127 -0.7746
H: -3.3314 1.2957 0.6759

***

The energy of each structure relative to the most stable one, in kcal/mol, is as follows: 1 0.0; 2 30.8.